{
  "formula": "C60H57AsCl4N4O2Ru",
  "method": "wB97M-V/def2-TZVPD",
  "species": ["Ru", "C", "C", "C", "C", "C", "C", "C", "C", "C", "C", "C", "C", "C", "C", "C", "C", "N", "C", "C", "C", "N", "C", "C", "C", "N", "C", "C", "C", "C", "C", "C", "C", "C", "C", "C", "C", "C", "N", "C", "C", "H", "H", "H", "H", "H", "H", "H", "H", "H", "H", "H", "H", "H", "H", "H", "H", "H", "H", "H", "H", "H", "H", "H", "H", "H", "H", "H", "H", "H", "H", "H", "H", "H", "H", "H", "H", "H", "H", "H", "H", "H", "H", "H", "H", "Cl", "C", "C", "Cl", "C", "Cl", "C", "O", "C", "O", "C", "Cl", "C", "C", "C", "C", "C", "C", "As", "C", "C", "C", "C", "C", "C", "C", "C", "C", "C", "C", "C", "H", "H", "H", "H", "H", "H", "H", "H", "H", "H", "H", "H", "H"],
  "coordinates": [[0.1083, 0.2517, 0.7560], [0.4280, 2.3498, 6.3329], [-0.9164, 1.6606, 6.0700], [-0.8429, 0.7727, 4.8674], [-0.7162, -0.6086, 4.8429], [-0.6876, -1.5451, 6.0104], [-2.0915, -1.9882, 6.4415], [-0.5429, -0.9764, 3.4861], [-0.4076, -2.2889, 2.9734], [0.2177, -2.5673, 1.7888], [0.4988, -3.8892, 1.2547], [-0.0132, -5.1675, 1.8367], [0.9226, -5.6861, 2.9376], [1.3583, -3.7246, 0.2202], [1.5827, -2.2959, 0.0730], [2.4650, -1.6928, -0.7800], [2.5494, -0.2893, -0.9716], [1.5101, 0.5680, -0.7023], [1.8527, 1.7873, -1.2348], [0.9632, 2.8959, -1.2225], [-0.0084, 3.0478, -0.2706], [-0.0376, 2.2899, 0.8785], [-0.8833, 2.9172, 1.7550], [-1.0813, 2.5037, 3.0487], [-0.7604, 1.2164, 3.5241], [-0.5337, 0.1413, 2.6962], [-1.4840, 4.0666, 1.1058], [-0.9790, 4.1227, -0.1530], [-1.4916, 4.9136, -1.3140], [-2.4172, 4.0142, -2.1494], [-2.5202, 4.9565, 1.7161], [-1.9177, 6.2691, 2.2305], [3.1434, 1.7183, -1.8013], [3.5953, 0.4102, -1.6124], [4.9749, -0.1375, -1.8315], [5.1498, -0.9635, -3.1136], [3.8995, 2.8601, -2.4082], [4.0423, 2.7398, -3.9304], [0.8566, -1.6233, 1.0234], [1.9239, -4.7634, -0.6945], [1.1741, -4.7642, -2.0331], [0.3671, 3.0175, 7.1959], [0.7312, 2.9291, 5.4607], [1.2036, 1.6069, 6.5253], [-1.6893, 2.4226, 5.9296], [-1.1993, 1.0691, 6.9439], [-0.1947, -1.0581, 6.8565], [-0.0966, -2.4274, 5.7548], [-2.6986, -1.1211, 6.7052], [-2.0398, -2.6544, 7.3061], [-2.5911, -2.5131, 5.6261], [-0.7649, -3.1095, 3.5824], [-0.1000, -5.9178, 1.0475], [-1.0128, -5.0103, 2.2463], [1.9212, -5.8558, 2.5323], [0.5528, -6.6225, 3.3606], [1.0106, -4.9517, 3.7390], [3.1321, -2.3162, -1.3621], [1.0923, 3.6700, -1.9691], [-1.5869, 3.1757, 3.7316], [-0.6655, 5.2719, -1.9352], [-2.0474, 5.7866, -0.9649], [-1.8636, 3.1643, -2.5458], [-2.8657, 4.5589, -2.9832], [-3.2147, 3.6208, -1.5165], [-3.0116, 4.4313, 2.5362], [-3.2859, 5.1749, 0.9670], [-1.1276, 6.0644, 2.9540], [-2.6791, 6.8871, 2.7111], [-1.4862, 6.8386, 1.4062], [5.2285, -0.7682, -0.9753], [5.6857, 0.6941, -1.8424], [4.3476, -1.6936, -3.2224], [6.1051, -1.4932, -3.0929], [5.1354, -0.3250, -3.9965], [4.8974, 2.9033, -1.9597], [3.3959, 3.7986, -2.1691], [4.5136, 1.7931, -4.1955], [4.6532, 3.5545, -4.3258], [3.0626, 2.7744, -4.4116], [1.8427, -5.7477, -0.2281], [2.9840, -4.5593, -0.8677], [0.1378, -5.0648, -1.8697], [1.6297, -5.4501, -2.7504], [1.1737, -3.7597, -2.4585], [-5.8195, -3.7486, -0.5108], [-4.7614, -2.4274, -0.1875], [-5.2967, -1.1979, 0.2674], [-6.9895, -1.0650, 0.5599], [-4.4661, -0.1257, 0.5043], [-5.0794, 1.3487, 1.1550], [-3.0719, -0.1848, 0.2287], [-2.2994, 0.7808, 0.3873], [-2.5152, -1.4625, -0.2655], [-1.2969, -1.4900, -0.5503], [-3.4029, -2.5680, -0.3812], [-2.7300, -4.1178, -0.7113], [3.0768, -1.8405, -6.5381], [2.0731, -2.7596, -6.2727], [1.1204, -2.4920, -5.2986], [1.1647, -1.3074, -4.5702], [2.2068, -0.4154, -4.8100], [3.1445, -0.6687, -5.7976], [-0.1997, -0.8238, -3.2013], [-1.6501, -1.7931, -4.0864], [-1.9831, -3.1272, -3.9263], [-3.0760, -3.6638, -4.5944], [-3.8602, -2.8512, -5.4012], [-3.5263, -1.5182, -5.5841], [-2.3999, -0.9916, -4.9604], [-1.8745, 0.3680, -5.1441], [-2.3211, 1.2923, -6.0833], [-1.6999, 2.5271, -6.1924], [-0.6426, 2.8513, -5.3527], [-0.1886, 1.9303, -4.4179], [-0.7849, 0.6833, -4.3228], [3.8061, -2.0362, -7.3148], [2.0259, -3.6895, -6.8271], [0.3291, -3.2099, -5.1239], [2.2732, 0.4900, -4.2154], [3.9356, 0.0464, -5.9919], [-1.3940, -3.7526, -3.2714], [-3.3243, -4.7103, -4.4675], [-4.7343, -3.2624, -5.8910], [-4.1504, -0.8923, -6.2108], [-3.1373, 1.0404, -6.7501], [-2.0428, 3.2404, -6.9317], [-0.1739, 3.8253, -5.4287], [0.6355, 2.1862, -3.7625]],
  "mulliken_spin": [2.71, 0.01, 0.00, 0.06, 0.03, 0.00, 0.01, 0.18, 0.05, 0.03, -0.03, 0.00, 0.00, -0.01, -0.02, 0.12, 0.10, -0.01, 0.17, 0.14, -0.11, 0.09, 0.10, 0.08, 0.14, -0.04, -0.04, 0.01, 0.00, 0.00, 0.00, 0.00, 0.03, 0.02, 0.01, 0.01, 0.00, 0.02, 0.06, 0.00, -0.01, 0.00, 0.00, 0.00, 0.00, 0.00, 0.00, 0.00, 0.00, 0.00, 0.00, 0.02, 0.00, 0.00, 0.00, 0.00, 0.00, 0.02, 0.02, 0.01, 0.00, 0.00, 0.00, 0.00, 0.00, 0.00, 0.00, 0.00, 0.00, 0.00, 0.00, 0.00, 0.00, 0.00, 0.00, 0.00, 0.00, 0.00, 0.00, 0.00, 0.00, 0.00, 0.00, 0.00, 0.00, 0.01, 0.08, 0.06, 0.01, 0.05, 0.01, 0.16, 0.25, 0.14, 0.22, 0.03, 0.01, 0.00, 0.00, 0.00, 0.00, -0.01, 0.00, 0.01, 0.01, 0.01, 0.00, 0.00, 0.00, 0.00, 0.00, 0.00, 0.00, 0.00, 0.00, -0.01, 0.00, 0.00, 0.00, 0.00, 0.00, 0.00, 0.00, 0.00, 0.00, 0.00, 0.00, 0.00, 0.02],
  "total_charge": -1,
  "lumo_ev": [2.243, 0.900],
  "gap_ev": [4.938, 4.886],
  "total_energy_ha": -6861.63208,
  "multiplicity": 6
}